# 1
70
Properties=species:S:1:pos:R:3:forces:R:3 method="wB97M-V/def2-TZVPD" charge=+3 lumo_energy_ev="-11.13 / -12.92" multiplicity=3 s_squared=2.076 de_lowest_kcal_mol=63.8 e_homo_ev="-17.81 / -17.95" orbital_gap_ev="6.7 / 5.0"
W -0.552413 1.098983 -1.261026 0.19 0.78 -1.23
F 1.094429 5.876106 -2.814694 -0.10 0.10 -0.03
C -0.030656 5.912008 -2.135274 0.42 -0.32 0.13
F -0.088375 6.932694 -1.331533 0.00 0.14 0.04
F -1.075997 5.833641 -2.917643 -0.11 0.07 -0.13
S -0.093999 4.356283 -1.081358 -0.42 -0.42 0.63
O -0.098164 3.231153 -2.065775 -0.25 0.04 0.10
O -1.215950 4.341250 -0.184746 0.10 0.44 -0.46
N 1.289193 4.335915 -0.261198 -0.25 0.01 0.08
S 1.346364 3.150684 0.731664 0.28 -0.20 -0.49
O 0.672853 1.942476 0.036029 0.16 -0.31 1.19
O 2.629886 2.814133 1.217072 -0.02 0.12 -0.10
C 0.215086 3.275366 2.260150 0.51 -0.06 -0.15
F -0.963274 2.721925 2.011157 -0.09 -0.07 0.06
F 0.852839 2.548055 3.171005 -0.35 0.22 0.01
F 0.091993 4.518734 2.615957 0.00 -0.03 0.08
C 3.946053 1.249192 -4.937160 -0.07 -0.05 -0.04
C 2.573485 1.124143 -4.345507 0.01 -0.02 -0.08
C 1.427997 1.041937 -5.162989 0.09 0.00 0.04
C 0.146784 0.913032 -4.637030 -0.13 -0.01 -0.35
C 0.106557 0.911108 -3.270914 -0.38 -0.42 0.81
Br -2.756787 1.976213 -1.431298 0.42 0.02 -0.08
N 1.155958 0.951171 -2.493201 -0.40 0.21 0.03
C 2.396700 1.080496 -2.967707 0.31 0.08 0.07
H 4.209089 0.335314 -5.473742 -0.01 0.00 0.02
H 4.702949 1.428729 -4.176622 -0.03 0.01 0.00
H 3.976586 2.062944 -5.661378 0.00 0.03 0.02
H 1.547325 1.086402 -6.239752 0.03 0.01 0.01
H -0.737741 0.850774 -5.255308 0.04 0.01 -0.02
H 3.221125 1.143431 -2.268527 -0.03 0.02 0.00
C 3.499580 -3.589128 1.350560 -0.10 0.03 0.01
C 2.130244 -3.401661 0.698561 0.08 0.05 0.09
C 2.034342 -2.122701 -0.136169 -0.06 -0.08 0.18
C 1.779244 -0.839790 0.664204 0.11 -0.21 -0.12
N 0.412909 -0.757678 1.222469 0.34 -0.12 0.14
C -0.702816 -0.185182 0.649795 -0.28 -0.10 -0.57
Se -1.167927 -1.086695 -1.989495 0.18 -0.29 0.25
N -1.738443 -0.448211 1.451079 -0.01 0.14 -0.30
C -3.160381 -0.067202 1.283664 -0.24 -0.11 0.09
C -3.955677 -0.964226 0.336885 0.12 -0.11 0.01
C -3.842700 -2.481557 0.583330 -0.07 -0.02 0.07
C -5.108138 -3.083212 1.194501 0.02 0.07 0.03
C -1.291057 -1.171628 2.550039 -0.57 -0.16 0.67
C -1.946625 -1.674056 3.661703 0.09 0.04 -0.11
C -1.162487 -2.378998 4.646420 -0.38 0.14 -0.12
C 0.192202 -2.536312 4.508129 0.54 0.14 -0.42
C 0.857164 -2.009487 3.385057 -0.14 -0.15 0.39
C 0.068227 -1.344018 2.395693 0.42 -0.04 -0.01
H 3.495506 -4.424312 2.049420 0.00 0.01 0.01
H 3.835024 -2.695668 1.889007 -0.03 -0.03 0.02
H 4.253930 -3.805676 0.595960 0.03 0.03 -0.03
H 1.342659 -3.422591 1.467099 -0.04 -0.02 -0.10
H 1.900261 -4.255249 0.061203 0.05 -0.03 -0.02
H 1.271858 -2.229546 -0.906728 -0.04 0.07 -0.07
H 2.987619 -1.956414 -0.644802 -0.02 -0.05 -0.06
H 1.949602 0.035341 0.052924 -0.06 0.14 -0.04
H 2.467032 -0.773165 1.505476 0.02 0.08 0.04
H -3.188949 0.964052 0.956043 0.06 0.11 0.07
H -3.598429 -0.087448 2.278889 0.08 -0.03 0.07
H -3.691537 -0.714882 -0.691740 0.04 0.01 -0.05
H -4.995382 -0.650905 0.458043 0.00 0.01 -0.06
H -2.984178 -2.720585 1.222861 0.00 0.06 -0.01
H -3.627564 -2.983056 -0.360119 -0.05 -0.01 -0.06
H -5.363909 -2.612168 2.147670 0.06 -0.02 0.01
H -4.996810 -4.153463 1.361122 0.00 0.02 0.02
H -5.962649 -2.939323 0.534533 0.01 0.00 -0.05
H -3.014768 -1.556875 3.805739 0.05 -0.04 0.03
H -1.660263 -2.779510 5.521131 -0.07 0.04 -0.05
H 0.758495 -3.053739 5.271515 0.02 0.03 -0.04
H 1.934894 -2.087369 3.299676 -0.06 -0.01 -0.05

# 2
33
Properties=species:S:1:pos:R:3:forces:R:3 method="wB97M-V/def2-TZVPD" charge=+3 lumo_energy_ev="-10.33 / -14.38" multiplicity=6 s_squared=8.793 e_homo_ev="-19.57 / -20.26" orbital_gap_ev="9.2 / 5.9"
I -0.766167 -2.115114 0.537284 0.47 -1.33 0.15
I -1.832316 2.865829 -0.809921 0.01 1.06 -0.24
Ir 0.272564 0.389875 -0.574488 1.51 0.86 0.88
P 0.232073 0.028647 -2.766987 0.34 -0.98 -2.23
C -1.415516 -0.061470 -3.496435 -0.05 0.07 0.16
C 1.087017 1.384729 -3.598389 -0.04 0.04 0.35
H 2.030352 -1.547248 -2.590879 -0.32 -0.11 -0.36
H 1.222919 -1.643466 -4.198344 0.00 -0.09 -0.02
H 0.431490 -2.368980 -2.750250 0.32 0.30 -0.27
C 1.064743 -1.543276 -3.124698 -0.02 0.11 0.57
H 2.075690 1.519469 -3.148867 -0.12 0.00 -0.25
H 1.175471 1.145131 -4.662643 -0.01 0.10 0.09
H -1.314963 -0.145321 -4.583157 -0.06 0.02 0.11
H -1.977827 0.844686 -3.253380 0.03 -0.05 -0.22
H 0.500747 2.303566 -3.462179 0.18 -0.15 -0.19
H -1.971820 -0.923724 -3.121103 0.08 -0.03 -0.08
C -1.597396 0.235798 -0.459620 -5.48 -1.18 -0.01
O -2.758525 0.032626 -0.323974 4.32 0.86 -0.51
Cl 2.636818 0.540866 -0.576232 -1.72 -0.24 -0.06
N 0.396562 1.244423 1.421521 -0.40 -0.37 2.59
C 0.174614 0.390506 2.560622 0.47 0.90 -0.92
C 1.268776 -0.279815 3.138694 0.63 -1.16 1.45
C 1.077840 -1.008061 4.323232 1.39 0.52 -1.55
C -0.193286 -1.132314 4.882273 -0.11 -0.29 0.69
C -1.291328 -0.523397 4.250240 -1.30 0.92 -1.27
C -1.107957 0.220413 3.087268 -1.21 -0.60 1.05
H 1.343267 1.622343 1.434956 0.08 0.21 0.03
H -0.311200 1.988166 1.391445 0.45 -0.04 0.19
H 2.244364 -0.225173 2.657263 -0.06 0.03 0.25
H 1.919863 -1.512327 4.790947 -0.07 0.15 -0.10
H -0.350381 -1.718965 5.793475 0.11 0.20 -0.30
H -2.305485 -0.660546 4.658917 0.60 0.16 -0.21
H -1.961001 0.652116 2.573418 -0.03 0.13 0.22

# 3
67
Properties=species:S:1:pos:R:3:forces:R:3 method="wB97M-V/def2-TZVPD" lumo_energy_ev=0.20 smiles=C[C@](I)(C#N)CC#N.CO.CO.CO.CO.CO.CO.CO.CO.CO multiplicity=1 e_homo_ev=-9.48 orbital_gap_ev=9.7
C 2.713922 0.422784 -0.238780 0.00 -0.01 0.73
C 1.353164 -0.149729 0.121515 -0.74 0.64 -0.40
I 0.941445 0.229148 2.198936 0.15 -0.05 -0.06
C 1.353287 -1.580871 -0.068948 -0.11 -1.83 -0.54
N 1.357596 -2.705836 -0.351766 -0.02 1.29 0.59
C 0.264328 0.468923 -0.836072 0.03 0.18 0.88
C -0.849737 1.151945 -0.205402 -1.04 0.73 0.53
N -1.724785 1.779656 0.212638 0.67 -0.47 -0.28
H 2.772121 1.425877 0.149393 -0.01 0.53 -0.09
H 2.907195 0.425256 -1.299488 0.06 -0.18 -0.35
H 3.466122 -0.136746 0.289363 0.50 -0.26 -0.03
H -0.170372 -0.278583 -1.473348 0.04 -0.41 -0.48
H 0.750225 1.240983 -1.410375 0.25 0.09 -0.52
C -1.562079 4.717325 2.523020 0.13 -0.20 -0.19
O -0.373904 4.560470 1.757175 -0.07 0.29 0.13
H -1.835936 5.769426 2.505089 0.03 0.03 -0.02
H -2.371488 4.125345 2.085552 -0.10 0.04 0.14
H -1.403610 4.409154 3.560375 -0.11 0.02 0.03
H -0.158606 3.627184 1.768055 0.08 -0.28 -0.12
C -2.996033 -1.433376 1.367305 0.15 -0.25 -0.03
O -1.813412 -1.614949 0.588824 0.02 0.21 -0.09
H -3.203092 -0.367841 1.419400 0.06 0.03 -0.05
H -3.841606 -1.941224 0.898327 -0.10 0.09 0.09
H -2.847165 -1.821665 2.378374 -0.08 0.07 0.03
H -1.629526 -2.555917 0.546459 0.13 -0.08 -0.01
C 2.391732 2.305703 5.470784 -0.09 -0.06 0.12
O 1.592698 1.153681 5.750167 0.02 -0.04 -0.10
H 2.918541 2.123938 4.538593 -0.02 -0.06 -0.02
H 1.764461 3.192396 5.358157 0.05 0.02 -0.04
H 3.120599 2.471394 6.266834 0.03 0.04 -0.05
H 1.124717 1.310558 6.572885 -0.08 0.02 0.07
C -4.237979 -1.512956 -1.831458 -0.24 0.34 -0.03
O -5.530462 -1.300519 -1.266071 0.12 -0.27 0.01
H -3.892032 -2.494854 -1.519079 -0.04 -0.03 0.04
H -4.285971 -1.480537 -2.923762 0.11 -0.04 0.00
H -3.535486 -0.757831 -1.472406 0.13 -0.09 -0.06
H -5.829244 -0.432422 -1.542511 -0.05 0.11 0.01
C -4.070387 5.377224 -0.670767 0.36 -0.34 0.04
O -3.174757 4.438265 -1.257198 -0.20 0.22 -0.07
H -4.655295 5.823533 -1.470853 0.00 -0.01 -0.04
H -4.746397 4.877038 0.028925 -0.07 0.13 0.03
H -3.517965 6.165450 -0.151178 -0.12 0.06 0.03
H -2.655329 4.038877 -0.553314 0.07 -0.15 0.02
C 4.955148 -1.429042 -2.694327 0.13 0.25 -0.10
O 5.225375 -0.096583 -2.246859 -0.16 -0.18 0.07
H 4.200412 -1.855354 -2.037938 -0.02 0.02 0.03
H 4.572484 -1.429167 -3.717055 -0.03 -0.11 0.03
H 5.855458 -2.045588 -2.643916 -0.05 -0.08 0.00
H 5.890785 0.276899 -2.827212 0.07 0.07 -0.04
C 1.823646 -3.672369 -3.329839 0.25 -0.37 -0.26
O 2.988865 -3.829729 -4.147359 -0.13 0.27 0.01
H 1.609872 -2.610969 -3.245138 0.04 0.03 -0.04
H 0.966923 -4.171965 -3.793438 -0.08 0.08 0.09
H 1.993676 -4.082328 -2.337103 -0.11 0.05 0.08
H 3.171602 -4.768090 -4.215224 0.06 -0.10 -0.01
C -0.350147 -1.843800 -5.900983 -0.28 -0.21 0.23
O -1.046700 -1.640726 -4.671008 0.21 0.19 -0.07
H 0.317607 -1.000676 -6.052749 -0.01 0.04 0.06
H 0.237931 -2.764132 -5.857510 0.08 0.05 -0.13
H -1.056252 -1.896819 -6.733622 0.11 0.01 -0.08
H -1.634165 -2.387253 -4.541160 -0.08 -0.06 0.05
C 1.055161 -2.651287 5.647649 0.01 0.31 -0.10
O 0.980766 -1.589567 4.702660 -0.07 -0.23 0.37
H 0.871365 -3.581993 5.116930 -0.01 -0.01 -0.03
H 2.046900 -2.696085 6.106285 -0.02 -0.08 0.05
H 0.298208 -2.535534 6.429008 0.02 -0.10 0.04
H 1.145585 -0.763497 5.176557 0.13 0.06 -0.11

# 4
13
Properties=species:S:1:pos:R:3:forces:R:3 method="wB97M-V/def2-TZVPD" lumo_energy_ev=0.80 smiles=O[C@@H]1CP1.C#C multiplicity=1 de_lowest_kcal_mol=134.4 e_homo_ev=-8.51 orbital_gap_ev=9.3
C -2.551821 1.418122 2.142349 -0.31 0.80 1.26
C -2.443488 1.437935 0.950667 -0.40 -0.06 2.38
C 1.609419 -0.514245 -1.133088 0.66 0.08 0.07
C 0.966059 -1.307777 0.020245 0.63 -0.23 1.66
O 1.025369 -1.069428 -2.370776 0.85 1.13 0.65
P 0.207520 0.342011 -0.255195 -2.10 0.36 -2.46
H -2.722865 1.640058 3.205295 0.30 -0.58 -1.15
H 2.637178 -0.157267 -1.476258 -1.12 -0.47 1.72
H -2.381574 1.443489 -0.058483 0.17 -0.07 -2.39
H 0.829524 -1.143532 1.176181 2.32 -0.48 -2.15
H 0.893625 -2.369445 -0.137420 -1.25 -0.10 -0.70
H 1.400535 -0.501619 -3.089148 -0.63 -0.74 0.84
H 0.530518 0.781698 1.025632 0.87 0.38 0.26

# 5
10
Properties=species:S:1:pos:R:3:forces:R:3 method="wB97M-V/def2-TZVPD" lumo_energy_ev=-0.39 smiles="N#C/N=C/F.C=S" multiplicity=1 de_lowest_kcal_mol=59.7 e_homo_ev=-8.97 orbital_gap_ev=8.6
C 1.220811 1.219908 0.082728 -0.46 -0.56 -0.21
C 2.479712 -0.763914 0.028498 -4.17 -1.52 0.15
C -2.917705 0.117860 -0.061021 1.06 -1.50 0.34
N 0.337958 1.948930 -0.014681 -0.47 0.39 0.16
N 2.275664 0.453485 0.061831 2.80 0.85 -0.12
F 3.624397 -1.360393 -0.119173 0.53 0.49 0.11
S -2.341549 -1.334248 0.331449 0.10 0.37 -0.07
H -3.951978 0.221062 -0.151352 -1.62 0.44 -0.16
H -2.298264 0.958314 -0.251687 0.59 0.72 -0.10
H 1.570954 -1.461008 0.093407 1.64 0.33 -0.10

# 6
90
Properties=species:S:1:pos:R:3:forces:R:3 method="wB97M-V/def2-TZVPD" lumo_energy_ev="-0.01 / -0.01" multiplicity=8 s_squared=15.761 e_homo_ev="-6.08 / -6.14" orbital_gap_ev="6.1 / 6.1"
O -0.951791 -1.373166 -1.598888 1.09 -0.55 -1.33
O 0.665437 0.769168 -4.476172 0.71 0.02 0.37
C 0.018021 -2.410805 -2.027384 -1.22 1.01 0.19
C -0.662899 -3.759668 -1.851329 0.34 -0.02 0.11
H 0.899928 -2.261512 -1.365203 -0.42 -0.21 -0.47
H 0.283201 -2.172153 -3.071863 0.18 -0.32 0.52
H -0.917277 -3.922360 -0.782675 0.00 0.09 -0.73
H 0.013992 -4.554127 -2.177703 -0.08 -0.05 0.05
H -1.565503 -3.795500 -2.482771 0.28 -0.06 0.43
C -1.903796 -0.853399 -2.562457 -0.11 -0.05 0.11
C -1.776474 -1.280351 -4.005998 0.19 -0.08 -0.47
H -1.783349 0.234688 -2.515966 -0.20 -0.20 -0.09
H -2.898581 -1.119091 -2.184243 0.19 0.09 0.02
H -0.889170 -0.865508 -4.490033 -0.05 -0.09 0.16
H -2.632767 -0.864386 -4.542211 -0.04 0.03 0.09
H -1.808009 -2.358467 -4.180599 -0.02 0.04 0.21
C 0.268344 2.035821 -3.947943 -0.01 -0.21 0.07
C 2.039891 0.540050 -4.814068 -0.16 0.15 -0.13
C -0.853748 2.565180 -4.828879 0.25 0.13 0.20
H 1.101560 2.757959 -3.861460 -0.13 -0.41 -0.21
H -0.090397 1.834568 -2.922869 0.05 0.31 -0.23
H -0.526737 2.604207 -5.873898 -0.09 0.00 0.20
H -1.159542 3.562464 -4.512137 -0.03 0.03 0.00
H -1.711027 1.901699 -4.742613 -0.11 -0.04 -0.15
C 2.201358 0.773925 -6.308015 -0.11 -0.03 0.00
H 2.248656 -0.505089 -4.530440 0.03 0.33 -0.14
H 2.745919 1.191553 -4.261111 -0.53 -0.25 -0.01
H 1.481013 0.161753 -6.859100 0.07 0.12 0.06
H 3.198562 0.530341 -6.672149 0.11 0.02 0.08
H 1.998083 1.829581 -6.516066 0.05 -0.14 -0.11
H 3.008946 1.661299 -1.922287 -0.26 -0.03 -0.81
Eu -0.664896 -0.491873 0.602273 1.54 1.39 1.33
C 2.451972 0.958574 -1.313941 -0.06 -0.52 0.29
Si 3.846407 0.807801 -0.023572 -0.76 0.46 -0.51
H 2.198208 0.061008 -1.910212 0.02 0.44 0.30
H 1.548286 1.502673 -0.997973 0.20 -0.26 0.08
C 5.071314 -0.419288 -0.747694 0.20 0.21 0.17
C 3.330453 0.338015 1.698761 0.13 0.06 -0.15
C 4.445903 2.610944 -0.101953 0.00 -0.24 0.27
C -2.638933 -1.833563 1.051432 0.08 -0.03 0.06
Si -3.702116 -0.332685 0.764862 -0.17 -1.77 0.61
H -2.309122 -2.180310 2.050959 -0.52 0.44 -0.21
H -2.529911 -2.678152 0.341337 -0.42 0.60 0.13
C -5.159979 -0.925853 -0.256997 -0.24 0.08 -0.02
C -3.031723 1.219338 -0.193211 0.26 0.06 -0.04
C -4.239349 0.292777 2.453496 -0.03 0.22 0.00
H 3.959705 3.104514 -0.959150 0.30 -0.06 0.38
H 5.531372 2.669631 -0.232808 -0.13 0.19 0.15
H 4.136580 3.138303 0.814764 0.28 -0.05 -0.30
H 4.820946 -1.446501 -0.462488 0.01 0.10 -0.05
H 6.105663 -0.214228 -0.414037 -0.42 -0.13 -0.29
H 4.991943 -0.335711 -1.839495 0.30 -0.09 0.16
H 2.912516 -0.675857 1.747565 0.20 0.17 0.13
H 2.595612 1.044316 2.102742 0.12 -0.12 0.01
H 4.265222 0.393190 2.272208 -0.32 -0.18 0.29
H -3.792387 1.491416 -0.939781 0.12 -0.14 0.13
H -2.075645 1.204825 -0.760438 -0.40 0.04 0.32
H -2.953485 2.044579 0.521874 0.03 -0.10 -0.17
H -5.220766 0.778783 2.369242 0.15 -0.03 0.17
H -3.530770 1.007873 2.897566 -0.20 -0.16 -0.17
H -4.316470 -0.574206 3.121301 -0.10 0.20 -0.11
H -6.064716 -0.362368 0.013358 0.08 -0.16 -0.29
H -5.301520 -1.990216 -0.024215 -0.10 0.34 -0.11
H -4.960702 -0.817360 -1.331213 -0.23 -0.02 0.14
C -1.685298 4.090202 2.546266 0.84 -0.22 -0.65
C -2.023287 3.740181 3.861930 -0.22 -0.75 0.16
C -1.695840 2.460413 4.357101 0.85 -0.35 -0.26
C -0.929369 1.543153 3.543684 -1.60 1.39 0.88
C -0.708408 1.886739 2.214758 1.50 -1.58 -1.81
C -0.978240 3.153455 1.718392 -1.54 1.47 1.51
C -0.435618 0.244782 4.097602 0.10 -0.79 -1.18
C -0.432905 0.016189 5.495762 0.20 -0.39 0.38
C 0.170515 -1.098083 6.023125 -0.52 0.84 -0.28
C 0.806434 -2.005194 5.159421 0.43 -0.66 -1.17
C 1.575325 -3.102084 5.606307 0.19 -0.41 -0.11
C 2.225944 -3.933401 4.711707 0.10 0.08 0.65
C 2.100090 -3.722005 3.331397 -0.62 0.57 -0.66
C 1.296074 -2.702845 2.838648 0.32 -0.38 0.30
C 0.684215 -1.798820 3.738081 -0.49 0.77 0.89
N 0.029573 -0.698576 3.244790 0.00 0.62 0.62
H -1.958008 5.091658 2.156844 0.22 -0.64 0.32
H -2.583493 4.434485 4.509582 0.29 -0.40 -0.46
H -2.025553 2.158310 5.368152 0.16 0.45 -0.59
H -0.733673 3.462298 0.685466 -0.21 -0.29 0.52
H -0.913866 0.750778 6.130512 0.21 -0.17 0.04
H 0.166878 -1.265547 7.093406 0.09 -0.04 -0.01
H 1.654952 -3.282674 6.678566 0.03 0.05 -0.22
H 2.859937 -4.753492 5.073027 -0.36 0.40 -0.12
H 2.630408 -4.356559 2.631669 -0.06 -0.08 0.06
H 1.141729 -2.562393 1.757794 0.22 -0.10 0.51